C46H40AsMoN8S2 | ωB97M-V with the def2-TZVPD basis set

```
98
Properties=species:S:1:pos:R:3:forces:R:3
Mo -1.8016 -0.4959 0.1641 0.924 0.691 -1.965
As 0.9706 1.0883 -0.8503 0.164 -0.391 1.229
S -2.0170 -2.6489 -0.5772 1.020 -0.868 -0.076
S -4.0235 -0.7179 0.4220 -1.889 -0.896 0.791
N -2.5808 1.2125 -0.8967 0.406 2.013 -1.028
N -0.7360 1.3583 2.2872 0.336 -1.908 -1.275
N -1.0537 1.1369 0.9552 0.735 1.410 2.355
N -0.2892 -0.4074 -1.0496 1.476 0.789 -0.676
N -5.4028 -7.5659 1.1735 -0.221 -1.686 0.290
N -1.4037 -2.2089 4.0689 0.286 1.489 -1.338
N -7.7510 -5.0133 2.6787 -1.474 -0.466 0.852
N -1.3992 -0.8665 2.1454 0.181 -0.067 0.534
C -0.8735 0.1817 2.8671 0.186 1.871 0.443
C -4.9251 -6.5345 1.1483 -0.408 0.310 -0.323
C -1.8619 2.3761 -0.7757 -0.138 0.496 -0.355
C -0.0037 -0.9878 -2.3438 -1.920 0.597 -0.631
C -2.2471 3.6258 -1.2812 -0.207 -1.244 0.124
C -0.7272 -1.2434 -4.6611 2.272 -0.210 -0.459
C 1.9811 1.1072 0.8738 0.174 -0.057 -0.571
C -4.0936 2.5307 -2.3305 1.758 -0.509 1.870
C -5.6492 -4.2411 1.4248 -0.321 -0.443 0.032
C -3.4507 3.7235 -1.9798 -0.122 -1.379 -0.870
C 2.2706 -0.0164 1.6976 -0.113 0.939 -1.395
C -5.4938 -2.8886 1.2669 -1.584 0.416 0.168
C -1.6583 -1.9842 2.8022 -0.918 -2.341 -0.068
C 3.2790 1.2536 -4.9347 -0.153 0.669 -0.099
C 2.5130 2.4032 1.1339 -1.050 -1.272 0.160
C 4.1010 0.1605 -1.4649 0.454 -1.568 -0.099
C -0.3973 -0.3349 7.0187 0.217 -2.443 -0.059
C 0.9898 -1.9007 -2.5219 0.260 -0.838 0.345
C -0.7397 -1.4376 6.2047 0.012 1.352 0.688
C -6.8363 -4.6818 2.0954 1.489 0.176 -0.670
C 1.3497 1.8121 -3.5787 0.241 0.877 0.471
C -4.3751 -2.4435 0.5980 0.596 0.979 0.092
C -0.6975 2.1586 0.0679 -0.330 -0.508 -0.772
C -0.0364 0.8545 6.4358 0.041 1.365 0.133
C 4.6152 1.5241 4.2920 -0.902 0.708 -0.744
C 2.9622 0.2447 2.8600 1.426 -0.422 0.778
C 0.3911 -2.0617 -4.8889 0.000 -1.109 -0.714
C 2.1124 3.6402 0.4040 0.296 0.178 0.606
C 3.3849 0.8529 -2.5411 -0.320 -0.533 0.052
C 1.1317 -2.4685 -3.7935 0.629 0.691 0.211
C 3.9247 0.7736 -3.7952 -0.275 0.977 -1.095
C 3.3669 2.5320 2.2019 0.696 -1.259 1.918
C -3.5659 -4.7351 0.2684 -0.156 -0.332 0.586
C 1.9978 1.8551 -4.8075 0.029 -1.065 -0.363
C -0.5931 0.0130 4.2602 -0.039 0.819 0.152
C 0.0199 2.5660 -3.4401 0.137 -0.611 0.155
C -3.5851 1.3172 -1.7284 -2.678 1.433 -1.944
C 3.6186 1.4675 3.1302 -0.099 0.498 -1.214
C -4.6991 -5.1659 0.9398 0.598 1.001 -0.051
C -0.1319 1.0526 5.0632 -0.194 -0.490 0.663
C 4.0483 1.2434 -6.2334 0.192 1.412 0.716
C -0.9000 -1.1827 4.8617 0.228 -1.180 0.713
C -0.8325 -0.6455 -3.4476 -0.162 -0.430 1.362
C -3.4065 -3.3439 0.1450 0.058 -0.388 -0.435
C 2.0694 1.2943 -2.4506 -2.062 0.869 -0.157
C 2.0218 -1.4310 1.2117 0.679 1.860 -0.477
H -0.3095 3.0599 0.4373 0.667 0.790 0.980
H -4.9675 2.5152 -2.9576 -0.121 -0.200 -0.043
H -0.2505 2.8942 -4.4383 -0.184 0.300 0.033
H -2.1696 -2.7986 2.2602 0.493 0.431 0.224
H 2.7326 -1.7112 0.4311 0.072 0.104 0.088
H -3.8156 4.6559 -2.3695 -0.026 0.345 0.087
H 0.0738 3.4277 -2.7576 0.341 -0.096 -0.386
H 4.8137 0.5205 4.5561 0.900 -1.058 0.103
H -6.3464 -2.2764 1.6432 1.139 -0.084 -0.423
H 1.0598 -1.4406 0.7901 -1.318 -0.544 -0.605
H 4.7042 0.3763 -6.2637 -0.381 -0.247 -0.548
H 3.9997 0.5413 -0.5022 -0.113 1.301 1.577
H 4.9217 0.4194 -3.9310 0.544 -0.388 0.140
H 3.2320 -0.6305 3.4833 -0.254 0.594 -0.272
H -1.5241 -3.0983 4.4982 -0.460 -0.868 0.049
H 0.2657 1.6409 7.1401 -0.056 -0.088 -0.720
H -1.3276 -0.9309 -5.4685 -0.768 0.209 -0.753
H 3.3741 1.4417 -7.0754 0.489 -0.543 -0.012
H 1.4601 2.2085 -5.7171 0.568 -0.076 0.879
H -1.6027 0.0803 -3.3767 -0.644 0.507 0.581
H 5.5097 2.1606 4.2301 -0.315 -0.430 -0.648
H 3.8651 3.4680 2.3659 0.110 0.392 0.061
H -2.8465 -5.5267 -0.0170 -0.270 1.005 -0.136
H 0.6884 -2.4521 -5.9084 -0.720 0.464 1.339
H -0.9379 -2.4367 6.5605 -0.066 0.030 0.434
H -0.3084 -0.4864 8.0969 -0.104 0.167 -0.354
H 2.8659 4.3700 0.5816 0.731 0.699 0.030
H 3.5359 -0.7876 -1.3635 0.908 -0.206 -0.229
H 4.7778 2.1034 -6.1893 -0.759 -0.597 -0.086
H 1.9350 -3.1555 -3.8999 0.503 -0.550 -0.333
H 0.0481 1.9823 4.5877 0.379 0.794 -0.117
H 5.1895 0.0274 -1.6369 -0.884 -0.215 -0.188
H 1.2168 4.1119 0.7962 -0.235 -0.142 0.085
H -4.1618 0.4566 -1.9592 -0.171 -0.874 -0.004
H 1.5941 -2.2227 -1.6578 -0.224 0.063 -0.638
H 2.1064 -2.1247 1.9818 0.086 -1.257 1.410
H -0.8363 1.9762 -3.0702 0.475 -0.120 -0.180
H -1.6343 4.5074 -1.1922 0.224 -0.011 0.441
H 4.1227 1.8766 5.1665 -0.750 0.627 0.794
H 2.0648 3.5498 -0.6508 -0.265 -0.202 -1.229
```
Forces are in eV/Å.

Values from the calculation:
net charge: +3
HOMO level (spin up / spin down): -16.006 / -15.869 eV
energy above the lowest of the compared OMol25 structures with the same formula, charge and spin: 27.9 kcal/mol
HOMO-LUMO gap (spin up / spin down): 5.85 / 5.06 eV